ORCA calculation (ωB97M-V with the def2-TZVPD basis set) on the ion C4H3F6O4S with charge -1 in a non-equilibrium geometry.

```
18
Properties=species:S:1:pos:R:3:lowdin_charge:R:1
S 1.474 -2.238 -0.314 0.43
F 1.410 2.651 -0.236 0.08
F 3.071 1.600 -0.907 0.17
F 0.270 -0.337 -2.902 0.20
F 1.736 1.171 -2.902 0.19
F 2.354 1.288 1.082 0.19
F -0.256 1.620 -2.112 0.10
O 2.039 -0.914 -1.123 -0.19
O 2.383 -3.343 -0.633 -0.34
O 0.067 -2.426 -0.667 -0.34
O 1.620 -1.805 1.077 -0.36
C 2.003 1.385 -0.178 -0.57
C -0.163 0.161 0.105 -0.01
C 0.738 0.664 -2.211 -0.61
C 1.072 0.284 -0.767 -0.23
H -0.336 1.149 0.595 0.11
H -0.939 -0.075 -0.537 0.06
H -0.025 -0.684 0.862 0.10
```

Values from the calculation:
SMILES string: CC(OS(=O)(=O)[O-])(C(F)(F)F)C(F)(F)F
Charge: -1
Relative energy (zero: lowest compared OMol25 entry of this formula, charge and spin): 0.0 kcal per mole
Lowest unoccupied orbital energy: 3.646 eV
HOMO: -0.2081 Ha
E: -39529.05386 eV



ORCA calculation (ωB97M-V with the def2-TZVPD basis set) on a cluster of 2 separate species, C5H14NO2 in total in a non-equilibrium geometry.

```
22
Properties=species:S:1:pos:R:3:lowdin_charge:R:1
O 0.869 -1.301 2.321 -0.06
O 1.906 1.664 -1.613 -0.05
N 0.318 0.525 0.357 0.09
C -0.500 1.418 -0.444 -0.17
C -1.514 0.629 -1.231 -0.13
C -0.102 -0.978 -0.006 -0.13
C -0.108 -1.745 1.348 -0.15
C -1.541 -0.750 -0.485 -0.11
H -1.052 -1.594 1.834 0.11
H 0.054 -2.821 1.379 0.14
H 1.246 -0.425 2.339 0.07
H -2.248 -0.512 0.353 0.14
H 0.046 2.101 -1.080 0.10
H 0.698 -1.262 -0.653 0.15
H -2.053 -1.526 -1.016 0.12
H -0.952 2.181 0.235 0.15
H 1.308 0.705 0.112 0.16
H -1.173 0.439 -2.242 0.11
H 2.365 2.350 -2.118 0.09
H -2.550 0.996 -1.415 0.14
H 2.241 0.863 -2.044 0.08
H 0.260 0.626 1.372 0.16
```

Values from the calculation:
Charge: +1
Relative energy (zero: lowest compared OMol25 entry of this formula, charge and spin): 54.9 kcal per mole
Lowest unoccupied orbital energy: -3.197 eV
HOMO: -0.5354 Ha
E: -10989.42440 eV



ORCA calculation (ωB97M-V with the def2-TZVPD basis set) on an isolated molecule of C17H17F2N3O4S in a non-equilibrium geometry.

```
44
Properties=species:S:1:pos:R:3:lowdin_charge:R:1
S -4.736 -1.135 0.917 0.67
F 7.646 -2.740 0.958 0.08
F 5.656 -3.278 -0.863 0.09
O 4.184 2.776 1.192 0.08
O -4.683 -2.569 0.892 -0.28
O 1.344 0.544 -1.468 0.05
O -5.163 -0.486 2.120 -0.28
N 3.770 1.006 -0.203 0.14
N 1.064 2.219 0.014 0.09
N -5.665 -0.525 -0.355 -0.34
C -5.413 -1.248 -1.580 -0.11
C -1.721 1.423 0.160 -0.01
C 2.303 2.895 -0.314 -0.06
C -0.880 -0.799 -0.267 0.01
C 5.776 0.362 1.051 -0.01
C 6.738 -0.592 1.325 0.01
C -0.678 0.579 -0.218 -0.12
C 5.700 -2.090 -0.235 -0.21
C -7.067 -0.375 -0.027 -0.10
C -3.128 -0.483 0.462 -0.27
C 6.705 -1.818 0.685 -0.22
C -2.951 0.887 0.498 -0.04
C 0.659 1.099 -0.620 -0.43
C 4.767 0.092 0.128 -0.21
C 3.537 2.230 0.328 -0.44
C -2.107 -1.334 0.083 -0.03
C 4.735 -1.145 -0.516 0.06
H -7.601 -1.331 -0.054 0.10
H 7.524 -0.395 2.036 0.12
H -0.066 -1.434 -0.581 0.12
H 0.549 2.552 0.812 0.14
H -1.586 2.494 0.162 0.12
H 2.248 3.926 0.036 0.13
H 3.964 -1.375 -1.234 0.13
H -3.779 1.509 0.796 0.12
H 2.425 2.880 -1.402 0.14
H -5.760 -2.286 -1.518 0.09
H -7.526 0.316 -0.734 0.09
H 3.091 0.682 -0.898 0.10
H -7.123 0.036 0.977 0.08
H -4.341 -1.247 -1.764 0.08
H -5.919 -0.744 -2.402 0.10
H 5.800 1.317 1.549 0.10
H -2.291 -2.396 0.071 0.12
```

Values from the calculation:
SMILES string: CN(C)S(=O)(=O)c1ccc(C(=O)NCC(=O)Nc2ccc(F)c(F)c2)cc1
Lowest unoccupied orbital energy: -0.335 eV
HOMO: -0.3160 Ha
E: -46835.81875 eV



ORCA calculation (ωB97M-V with the def2-TZVPD basis set) on a structure of composition C3H8N4 in a non-equilibrium geometry.

```
15
Properties=species:S:1:pos:R:3:lowdin_charge:R:1
N -0.522 -1.506 1.441 0.01
N 0.821 -0.464 -0.250 -0.05
N -0.162 0.543 1.000 -0.10
N -0.852 -0.347 1.560 -0.05
C 0.493 -1.706 0.389 -0.25
C 0.347 -0.245 -1.600 -0.14
C -0.585 1.844 0.747 -0.13
H 1.331 -2.025 0.960 0.10
H -0.711 -0.403 -1.678 0.07
H -0.783 2.507 1.619 0.09
H 0.269 2.240 0.206 0.07
H 0.843 -0.941 -2.258 0.07
H -1.488 2.124 0.098 0.10
H 0.194 -2.441 -0.325 0.10
H 0.807 0.820 -1.910 0.12
```

Values from the calculation:
Relative energy (zero: lowest compared OMol25 entry of this formula, charge and spin): 122.0 kcal per mole
Lowest unoccupied orbital energy: 0.603 eV
HOMO: -0.3245 Ha
E: -9196.34304 eV



ORCA calculation (ωB97M-V with the def2-TZVPD basis set) on a cluster of 6 separate species, CH13O5S in total in a non-equilibrium geometry.

```
20
Properties=species:S:1:pos:R:3:lowdin_charge:R:1
S 0.801 -1.066 0.211 0.82
O -0.660 1.101 -1.506 -0.11
O -1.297 2.653 -3.438 -0.11
O 3.465 -0.634 -2.335 -0.08
O 3.803 -1.230 0.431 -0.12
O -4.499 2.051 5.602 -0.06
C -0.611 -2.148 0.546 -0.45
H 4.225 -2.038 0.114 0.05
H -0.696 1.424 -0.594 0.05
H -1.470 -1.922 -0.111 0.04
H -0.324 -3.179 0.287 0.04
H -4.870 1.174 5.532 0.03
H -0.827 2.034 -2.809 -0.02
H 3.299 -0.859 -1.402 -0.04
H -0.564 3.181 -3.776 0.02
H -4.445 2.597 4.819 0.03
H 2.910 0.150 -2.441 0.03
H -0.273 0.222 -1.231 -0.05
H -0.801 -2.099 1.638 0.05
H 2.836 -1.413 0.465 -0.13
```

Values from the calculation:
Multiplicity: 2
Relative energy (zero: lowest compared OMol25 entry of this formula, charge and spin): 21.3 kcal per mole
<S²>: 0.75
Lowest unoccupied orbital energy (spin up / spin down): 0.120 / -3.470 eV
HOMO (spin up / spin down): -0.3822 / -0.3817 Ha
E: -22318.66772 eV



ORCA calculation (ωB97M-V with the def2-TZVPD basis set) on a structure of composition C31H47As3N5O3SZn.

```
91
Properties=species:S:1:pos:R:3:lowdin_charge:R:1
As -0.180 2.023 1.449 1.17
As 3.571 5.821 0.450 1.15
As 0.988 1.855 -2.027 1.15
Zn 0.585 0.180 -0.150 0.41
S -0.386 -2.331 -1.126 0.60
O 2.217 0.182 2.662 0.05
O -0.074 -3.335 -0.145 -0.30
O 0.751 -1.864 -1.929 -0.38
N 2.442 -0.404 0.448 0.08
N -2.684 1.028 -1.269 0.11
N 4.625 -0.953 0.436 -0.08
N 3.403 -1.220 -1.544 0.23
N -0.981 -0.950 -0.590 -0.25
C -1.955 2.815 1.400 -0.27
C 0.035 1.981 3.374 -0.27
C -5.176 1.356 -0.051 -0.01
C 5.870 -1.527 -0.032 -0.01
C -3.085 -4.737 -2.861 -0.02
C -2.238 -2.105 -3.098 -0.05
C 3.488 -0.880 -0.266 -0.38
C -4.782 2.180 -1.065 -0.05
C 2.552 6.673 1.895 -0.35
C -3.515 1.966 -1.645 -0.16
C -3.684 -3.909 -3.803 -0.26
C -2.589 -1.758 1.086 0.00
C 0.263 3.583 -1.469 -0.33
C -3.073 0.186 -0.272 -0.19
C -1.650 -2.958 -2.171 -0.28
C 2.884 -0.223 1.744 -0.46
C 0.874 4.327 -0.261 -0.65
C -3.842 -1.619 1.723 -0.05
C -3.249 -2.586 -3.907 -0.02
C -2.069 -4.271 -2.040 -0.04
C -4.690 -0.606 1.388 -0.03
C 1.096 3.435 0.973 -0.34
C 2.728 2.169 -2.836 -0.29
C -0.110 1.502 -3.578 -0.27
C -4.323 0.313 0.374 -0.17
C 4.356 -0.599 1.813 -0.01
C -0.095 5.467 0.078 -0.04
C 4.243 4.284 1.486 -0.35
C -2.194 -0.874 0.116 -0.29
C -4.769 -4.425 -4.706 -0.04
C 2.226 4.916 -0.705 -0.38
H 0.301 0.639 -4.101 0.04
H 5.847 -2.619 -0.020 0.10
H 4.180 -1.702 -1.964 0.12
H 5.173 4.586 1.966 0.02
H -0.785 3.335 -1.267 0.05
H -0.550 1.155 3.778 0.04
H -1.964 3.722 2.003 0.04
H -3.182 2.612 -2.455 0.11
H 0.264 4.251 -2.336 0.09
H 2.838 4.125 -1.151 0.03
H -3.717 -1.927 -4.628 0.12
H 1.920 5.984 2.453 0.01
H -0.331 2.923 3.783 0.04
H 3.547 3.939 2.249 0.01
H 2.462 -1.466 -1.874 0.06
H -3.420 -5.762 -2.762 0.12
H -1.091 5.088 0.303 0.07
H 1.226 4.070 1.852 0.06
H 4.471 3.463 0.803 0.01
H -5.528 -3.664 -4.882 0.08
H -1.913 -1.075 -3.164 0.10
H 0.250 6.041 0.936 0.06
H -4.356 -4.707 -5.676 0.09
H 1.078 1.828 3.628 0.01
H 6.674 -1.188 0.616 0.10
H -1.925 -2.566 1.365 0.11
H -5.651 -0.497 1.874 0.12
H -2.273 3.037 0.387 0.00
H -4.123 -2.334 2.485 0.11
H 6.097 -1.175 -1.039 0.09
H 2.041 5.631 -1.512 0.07
H 3.288 7.098 2.577 0.02
H 1.949 7.490 1.502 0.02
H -0.124 2.363 -4.245 0.04
H 4.498 -1.439 2.496 0.15
H 3.509 2.211 -2.079 0.01
H -6.140 1.482 0.429 0.12
H -5.252 -5.303 -4.283 0.08
H -1.605 -4.909 -1.301 0.12
H 2.934 1.332 -3.502 0.03
H -1.108 1.264 -3.214 -0.01
H -5.414 2.979 -1.427 0.11
H 2.032 2.877 0.860 0.05
H 4.954 0.247 2.154 0.14
H 2.729 3.094 -3.412 0.04
H -2.646 2.092 1.832 0.04
H -0.185 6.149 -0.770 0.10
```

Values from the calculation:
Charge: +1
Relative energy (zero: lowest compared OMol25 entry of this formula, charge and spin): 0.0 kcal per mole
Lowest unoccupied orbital energy: -1.997 eV
HOMO: -0.3845 Ha
E: -288269.35826 eV